Molecular formula: C33H26Cl5N5OPbS
Method: DFT, the ωB97M-V functional and the def2-TZVPD basis

Values from the calculation:
Total charge ... +2
HOMO energy ... -13.39 eV
2S+1 ... 1
Energy above the lowest of the compared OMol25 structures with the same formula, charge and spin ... 28.6 kcal per mole
Gap between HOMO and LUMO ... 0.1825 Eh
Largest force on an atom ... 0.61 eV/A

Positions of all 72 atoms, in Å:
Pb1 -0.26 -0.07 0.59
C1 -1.64 -6.47 0.71
C2 -1.67 -5.10 0.10
C3 -2.85 -4.35 0.10
C4 -2.87 -3.08 -0.43
C5 -1.70 -2.51 -0.99
N1 -1.64 -1.24 -1.49
C6 -2.64 -0.67 -2.14
C7 -3.65 -1.47 -2.78
C8 -4.63 -0.94 -3.56
C9 -4.67 0.46 -3.76
C10 -5.68 1.07 -4.67
C11 -3.70 1.26 -3.18
C12 -2.68 0.77 -2.38
N2 -1.84 1.71 -1.79
C13 -2.16 3.04 -1.62
C14 -1.03 3.71 -1.32
C15 -0.02 2.73 -1.33
N3 -0.48 1.53 -1.58
C16 -0.49 -3.25 -0.91
C17 -0.50 -4.53 -0.41
N4 0.71 -2.73 -1.41
C18 1.63 -3.35 -2.19
C19 2.63 -2.46 -2.44
C20 2.25 -1.29 -1.74
N5 1.09 -1.46 -1.13
H1 -2.64 -6.89 0.79
H2 -1.22 -6.41 1.71
H3 -1.01 -7.14 0.13
H4 -3.75 -4.75 0.55
H5 -3.76 -2.47 -0.36
H6 -3.55 -2.55 -2.73
H7 -5.33 -1.58 -4.07
H8 -6.55 0.42 -4.80
H9 -5.23 1.21 -5.66
H10 -6.00 2.04 -4.31
H11 -3.72 2.32 -3.40
H12 -3.18 3.38 -1.71
H13 -0.93 4.76 -1.12
H14 1.03 2.85 -1.10
H15 0.42 -5.09 -0.37
H16 1.48 -4.36 -2.53
H17 3.51 -2.60 -3.04
H18 2.78 -0.36 -1.66
Cl1 -0.90 -2.18 2.90
C21 0.80 -1.68 3.04
C22 1.29 -0.85 2.06
C23 2.60 -0.43 2.18
Cl2 3.19 0.71 0.98
C24 3.41 -0.82 3.23
Cl3 5.02 -0.25 3.36
C25 2.89 -1.69 4.20
Cl4 3.86 -2.20 5.50
C26 1.56 -2.12 4.11
Cl5 0.90 -3.17 5.30
C27 -0.21 2.92 4.18
S1 0.94 2.39 2.93
O1 0.03 2.04 1.74
C28 1.70 3.92 2.50
C29 1.00 4.90 1.81
C30 1.64 6.09 1.50
C31 2.97 6.28 1.89
C32 3.65 5.30 2.58
C33 3.02 4.10 2.88
H19 -0.84 3.71 3.79
H20 0.37 3.28 5.03
H21 -0.79 2.05 4.46
H22 -0.03 4.73 1.51
H23 1.12 6.87 0.97
H24 3.46 7.22 1.65
H25 4.68 5.46 2.88
H26 3.56 3.31 3.40